Density functional theory data (ωB97M-V with the def2-TZVPD basis set) for 11 unconnected molecules or ions with the total composition C34H57N21O12 in a non-equilibrium geometry.

Calculated values
* orbital gap: 8.29 eV
* spin multiplicity: 1
* maximum force: 0.024 Eh/bohr
* E: -92054.4372 eV
* LUMO energy: 0.005 Ha
* SMILES: C#CCCCc1ccc2c(c1)C(=O)c1cccc(-c3ccncc3)c1C2=O.NC(N)=O.NC(N)=O.NC(N)=O.NC(N)=O.NC(N)=O.NC(N)=O.NC(N)=O.NC(N)=O.NC(N)=O.NC(N)=O

Each line ends with the Löwdin charge.
Geometry (Å):
1 C -5.6284 -2.9832 -1.8913  0.11
2 C -5.6506 -2.0959 -1.0739  -0.13
3 C -5.3353 -1.1747 0.0143  -0.21
4 C -6.0363 -1.5281 1.3321  -0.17
5 C -5.4670 -2.7795 2.0786  -0.12
6 C -4.2550 -3.3855 1.4192  -0.22
7 C -4.3920 -4.4485 0.5387  -0.02
8 C -3.2894 -4.9376 -0.1496  0.02
9 C -2.0624 -4.3466 0.0636  -0.09
10 C -1.9095 -3.3131 0.9791  -0.08
11 C -3.0059 -2.8337 1.6696  0.04
12 C -0.5562 -2.7303 1.1639  -0.29
13 O -0.1452 -2.3561 2.2367  0.12
14 C 0.2335 -2.6205 -0.0986  -0.08
15 C 1.0576 -1.5367 -0.3283  0.01
16 C 1.7052 -1.4564 -1.5459  -0.04
17 C 1.5463 -2.4336 -2.5075  0.00
18 C 0.7353 -3.5358 -2.2756  -0.11
19 C 0.5419 -4.5744 -3.3170  -0.19
20 C -0.4718 -4.4620 -4.2484  -0.02
21 C -0.6524 -5.4100 -5.2309  -0.16
22 N 0.1176 -6.4975 -5.3308  0.06
23 C 1.0839 -6.6042 -4.4215  -0.14
24 C 1.3535 -5.6936 -3.4172  0.00
25 C 0.0674 -3.6289 -1.0479  -0.02
26 C -0.8517 -4.7639 -0.6973  -0.27
27 O -0.6212 -5.9148 -0.9798  0.13
28 H -5.6463 -3.8906 -2.4485  0.00
29 H -5.6892 -0.1828 -0.2777  0.11
30 H -4.2559 -1.1001 0.1082  0.11
31 H -7.0689 -1.7439 1.0896  0.10
32 H -5.9771 -0.6617 1.9735  0.08
33 H -5.2427 -2.5028 3.1058  0.11
34 H -6.2442 -3.5398 2.1268  0.11
35 H -5.3795 -4.8499 0.3729  0.12
36 H -3.4332 -5.7432 -0.8518  0.09
37 H -2.8885 -2.0237 2.3755  0.12
38 H 1.1882 -0.7688 0.4175  0.12
39 H 2.3404 -0.5999 -1.7016  0.09
40 H 2.0501 -2.3217 -3.4553  0.12
41 H -1.1254 -3.5982 -4.2208  0.12
42 H -1.4452 -5.2878 -5.9549  0.10
43 H 1.7154 -7.4814 -4.4786  0.10
44 H 2.1577 -5.8578 -2.7221  0.11
45 N 4.8814 2.3994 -3.1124  0.16
46 C 4.1222 2.0820 -2.0229  -0.68
47 N 4.7285 2.2214 -0.8175  0.18
48 O 2.9614 1.6985 -2.1285  -0.01
49 H 5.8232 2.7327 -3.0496  0.09
50 H 4.4511 2.3160 -4.0133  0.10
51 H 4.1882 1.9915 0.0020  0.08
52 H 5.6693 2.5444 -0.7042  0.10
53 N -7.8702 2.8374 3.0433  0.15
54 C -8.3418 1.7754 2.3218  -0.67
55 N -9.3659 2.0538 1.4544  0.15
56 O -7.8671 0.6625 2.4438  0.03
57 H -8.2278 3.7694 2.9661  0.09
58 H -7.1068 2.6522 3.6705  0.10
59 H -9.7236 1.2917 0.9105  0.10
60 H -9.7636 2.9655 1.3392  0.09
61 N 1.6328 3.2712 2.6351  0.16
62 C 2.8741 2.7282 2.7603  -0.67
63 N 3.6701 3.3673 3.6700  0.16
64 O 3.2457 1.7551 2.1190  0.01
65 H 1.3394 4.0610 3.1826  0.06
66 H 1.0035 2.8620 1.9714  0.10
67 H 4.6023 3.0152 3.8205  0.07
68 H 3.3625 4.1778 4.1754  0.07
69 N -2.6244 0.3206 5.2003  0.15
70 C -3.2067 0.8663 4.0891  -0.69
71 N -2.3754 1.0180 3.0138  0.16
72 O -4.3842 1.1793 4.0546  0.01
73 H -1.6629 0.0419 5.2418  0.09
74 H -3.2095 0.1830 6.0021  0.10
75 H -2.7740 1.4052 2.1794  0.10
76 H -1.4083 0.7525 3.0159  0.09
77 N 0.9635 6.0934 7.1362  0.16
78 C 1.4112 5.1285 6.2823  -0.67
79 N 2.1892 4.1530 6.8450  0.16
80 O 1.1338 5.1299 5.0942  0.02
81 H 1.1734 6.1088 8.1153  0.09
82 H 0.3887 6.8176 6.7481  0.11
83 H 2.5128 3.4152 6.2434  0.09
84 H 2.4219 4.1239 7.8189  0.09
85 N 2.7464 6.6403 -4.0995  0.15
86 C 2.8848 5.6104 -3.2120  -0.69
87 N 2.0106 4.5700 -3.3802  0.15
88 O 3.7318 5.6144 -2.3327  0.01
89 H 2.0576 6.6520 -4.8253  0.08
90 H 3.3727 7.4245 -4.0171  0.06
91 H 2.0852 3.7914 -2.7452  0.07
92 H 1.3125 4.5465 -4.0973  0.09
93 N -3.8131 -7.2899 -3.3665  0.17
94 C -5.1035 -6.8647 -3.2565  -0.66
95 N -5.9677 -7.3518 -4.1969  0.15
96 O -5.4678 -6.1037 -2.3716  0.00
97 H -3.4942 -7.9217 -4.0762  0.10
98 H -3.1510 -6.9522 -2.6904  0.09
99 H -6.9240 -7.0578 -4.1363  0.10
100 H -5.6942 -7.9788 -4.9285  0.09
101 N 3.7217 11.2214 -4.4073  0.15
102 C 3.3576 10.2123 -5.2514  -0.67
103 N 2.4128 10.5381 -6.1835  0.15
104 O 3.8440 9.0956 -5.1789  0.02
105 H 3.3364 12.1449 -4.4472  0.09
106 H 4.4123 11.0093 -3.7119  0.11
107 H 2.1299 9.8179 -6.8205  0.10
108 H 2.0010 11.4477 -6.2617  0.09
109 N 6.1273 3.8859 6.9566  0.15
110 C 6.6603 2.8725 6.2036  -0.67
111 N 7.4705 2.0065 6.8797  0.15
112 O 6.4300 2.7533 5.0137  0.03
113 H 6.3102 4.0049 7.9341  0.09
114 H 5.5384 4.5469 6.4859  0.09
115 H 7.8738 1.2536 6.3543  0.11
116 H 7.6767 2.0855 7.8565  0.09
117 N 6.0593 -6.4737 -4.3284  0.15
118 C 5.2844 -6.9369 -3.3004  -0.67
119 N 5.8597 -6.8761 -2.0608  0.15
120 O 4.1601 -7.3690 -3.4763  0.02
121 H 6.9848 -6.1111 -4.2067  0.09
122 H 5.6619 -6.5021 -5.2483  0.10
123 H 5.3140 -7.2055 -1.2869  0.10
124 H 6.7805 -6.5203 -1.8925  0.09

***

Density functional theory data (ωB97M-V with the def2-TZVPD basis set) for a molecular structure, C29H45F4N4O2SSeSiTi in a non-equilibrium geometry.

Calculated values
* orbital gap (spin up / spin down): 4.23 / 6.92 eV
* spin multiplicity: 3
* maximum force: 0.042 Eh/bohr
* ΔE to the lowest compared entry with this formula, charge and spin: 1.172 eV
* E: -158907.8783 eV
* LUMO energy (spin up / spin down): 0.084 / 0.084 Ha
* net charge: -1
* ⟨S²⟩: 2.0366

Each line ends with the Mulliken spin population.
Geometry (Å):
1 Ti -0.3368 -0.8051 0.0368  1.05
2 C -3.0250 -2.9551 -0.4428  0.01
3 C -3.6285 -1.6286 -0.9560  0.02
4 N -2.7084 -0.5073 -0.7970  0.01
5 C -3.3245 0.7655 -0.4452  0.04
6 C -3.7966 0.8043 1.0179  0.00
7 S -2.6588 -0.0130 2.1707  0.00
8 C -3.4660 -1.6382 2.3547  0.00
9 C -2.5850 -2.8213 1.9639  0.00
10 N -2.0305 -2.7344 0.6108  0.02
11 H -2.5592 -3.4850 -1.2661  -0.01
12 H -3.8360 -3.5923 -0.0774  0.00
13 H -4.5383 -1.4041 -0.3975  0.00
14 H -3.9248 -1.7542 -1.9981  0.00
15 H -2.1474 -0.3619 -1.6282  -0.03
16 H -4.1769 0.9974 -1.0928  0.00
17 H -2.5760 1.5382 -0.6003  -0.01
18 H -4.7809 0.3517 1.1435  0.00
19 H -3.8768 1.8413 1.3404  0.00
20 H -4.3925 -1.6180 1.7786  0.00
21 H -3.7364 -1.7527 3.4039  0.00
22 H -3.1880 -3.7327 2.0667  0.00
23 H -1.7486 -2.8837 2.6519  0.00
24 H -1.2780 -3.4107 0.5428  0.00
25 C 2.9737 1.4117 -2.7471  0.00
26 N 2.6696 0.0411 -2.3937  0.00
27 C 3.3586 -0.8861 -3.2614  0.00
28 C 2.9414 -0.1957 -0.9865  0.03
29 C 2.5670 -1.5846 -0.4803  0.00
30 N 1.1511 -1.9077 -0.7378  0.01
31 C 0.8722 -3.1278 -1.2610  -0.03
32 C -0.2096 -3.3023 -2.1587  0.03
33 F -0.9281 -2.2307 -2.5238  0.01
34 C -0.5573 -4.5069 -2.7196  0.00
35 F -1.6054 -4.5376 -3.5573  0.00
36 C 0.1380 -5.6637 -2.4575  0.01
37 C 1.2003 -5.5350 -1.5963  0.00
38 F 1.9063 -6.6265 -1.2745  0.00
39 C 1.5607 -4.3391 -1.0143  0.00
40 F 2.5691 -4.3734 -0.1337  0.00
41 H 4.0553 1.6368 -2.6727  0.00
42 H 2.4339 2.0928 -2.0864  0.00
43 H 2.6522 1.6126 -3.7721  0.00
44 H 4.4553 -0.8778 -3.1108  0.00
45 H 3.1598 -0.6176 -4.3006  0.00
46 H 3.0000 -1.9046 -3.1079  0.00
47 H 2.4037 0.5562 -0.4045  0.00
48 H 4.0192 -0.0576 -0.7815  0.00
49 H 2.7645 -1.6137 0.5889  -0.01
50 H 3.2267 -2.3075 -0.9477  0.00
51 H -0.1305 -6.6154 -2.8970  0.00
52 C 0.7408 7.1212 -1.7280  -0.01
53 C 0.5219 5.6632 -1.4190  0.23
54 C 0.0091 4.7760 -2.3611  -0.11
55 C -0.1894 3.4290 -2.1119  0.23
56 C -0.7920 2.6114 -3.2348  -0.01
57 C 0.1248 2.8845 -0.8076  0.00
58 C 0.6675 3.8069 0.1707  0.18
59 C 1.0698 3.3976 1.5691  -0.01
60 C 0.8418 5.1336 -0.1631  -0.11
61 C -0.0773 1.5152 -0.5098  0.28
62 O 0.0185 0.9563 0.6959  -0.01
63 O -0.3666 0.5790 -1.4009  0.10
64 H 0.4073 7.3604 -2.7404  0.00
65 H 1.7988 7.3977 -1.6526  0.02
66 H 0.1916 7.7680 -1.0346  0.01
67 H -0.2457 5.1546 -3.3503  0.00
68 H -0.7594 3.1870 -4.1652  0.00
69 H -1.8456 2.3733 -3.0294  0.02
70 H -0.2790 1.6657 -3.3805  0.01
71 H 1.6930 2.5045 1.5823  0.01
72 H 0.1956 3.1676 2.1802  0.01
73 H 1.6149 4.2165 2.0454  0.00
74 H 1.2632 5.7975 0.5909  0.00
75 C -0.1807 0.7675 4.4886  0.00
76 Si 0.9751 -0.6817 4.2391  0.00
77 C 2.7253 -0.0123 4.3033  0.00
78 C 0.7541 -1.8274 5.7128  0.00
79 Se 0.6865 -1.8423 2.3471  0.02
80 H 0.2305 1.4711 5.2261  0.00
81 H -1.1642 0.4332 4.8353  0.00
82 H -0.3213 1.2910 3.5398  0.00
83 H 2.9760 0.3442 5.3124  0.00
84 H 2.8320 0.8251 3.6032  0.00
85 H 3.4421 -0.7877 4.0155  0.00
86 H 1.1008 -1.3433 6.6370  0.00
87 H 1.3169 -2.7577 5.5732  0.00
88 H -0.3044 -2.0863 5.8359  0.00

***

Density functional theory data (ωB97M-V with the def2-TZVPD basis set) for 4 unconnected molecules or ions with the total composition C26H38F4N4O4PS.

Calculated values
* orbital gap: 6.49 eV
* spin multiplicity: 1
* maximum force: 0.015 Eh/bohr
* E: -72722.9771 eV
* LUMO energy: 0.080 Ha
* net charge: -1

Each line ends with the Löwdin charge.
Geometry (Å):
1 C -3.0276 -0.2909 -2.7244  -0.09
2 C -2.6118 -1.6855 -3.1745  -0.25
3 N -1.3295 -2.1226 -2.6148  -0.08
4 C -1.3121 -2.1393 -1.1293  -0.22
5 C -0.6926 -0.9263 -0.4324  -0.26
6 P 1.1928 -0.5724 -0.4293  0.60
7 F 1.4945 -2.1956 -0.8978  -0.33
8 C 1.3403 -1.0125 1.4403  -0.33
9 C 2.7204 -0.7281 2.0333  -0.29
10 C 2.9223 0.7665 2.2309  -0.24
11 C 4.2599 1.1491 2.8865  -0.24
12 S 5.5287 1.5731 1.7538  0.58
13 O 5.6441 0.6080 0.6948  -0.27
14 O 6.7131 1.9641 2.4772  -0.31
15 O 4.8385 2.8950 1.1824  -0.16
16 C 1.2522 0.0581 -2.2972  -0.65
17 F 1.4796 -0.8424 -3.2814  0.04
18 F 0.1667 0.7777 -2.7228  0.02
19 F 2.2904 0.9423 -2.4252  0.00
20 C -1.0830 -3.4496 -3.1114  -0.49
21 C -0.0902 -3.5418 -4.2318  0.00
22 O -1.6444 -4.4300 -2.6713  0.08
23 H -3.4436 -0.3049 -1.7124  0.07
24 H -3.8181 0.0776 -3.3866  0.06
25 H -2.1833 0.3980 -2.7458  0.06
26 H -3.4191 -2.4024 -2.9615  0.12
27 H -2.4962 -1.6670 -4.2664  0.10
28 H -0.8049 -3.0480 -0.8031  0.11
29 H -2.3525 -2.2469 -0.7769  0.11
30 H -0.9370 -1.0918 0.6248  0.06
31 H -1.2106 -0.0030 -0.7097  0.06
32 H 2.6144 -0.3543 -0.4767  0.02
33 H 0.9418 0.8249 -0.1214  0.02
34 H 0.6082 -0.3955 1.9826  0.06
35 H 1.0714 -2.0619 1.5945  0.07
36 H 2.7940 -1.1992 3.0251  0.09
37 H 3.5088 -1.1585 1.4059  0.10
38 H 2.1241 1.1129 2.8967  0.09
39 H 2.8056 1.3039 1.2862  0.10
40 H 4.1360 2.0278 3.5244  0.10
41 H 4.6919 0.3292 3.4651  0.11
42 H 5.3500 3.1698 0.4034  0.10
43 H -0.3434 -4.4082 -4.8509  0.08
44 H -0.0952 -2.6311 -4.8253  0.08
45 H 0.9036 -3.6826 -3.8045  0.09
46 N 1.1051 -0.1526 5.2635  0.08
47 C -0.2056 -0.3620 5.3317  -0.14
48 C -1.0365 0.2856 6.2361  -0.07
49 C -0.4704 1.1924 7.1172  -0.11
50 C 0.8969 1.4163 7.0602  -0.09
51 C 1.6363 0.7206 6.1152  -0.16
52 H -0.6066 -1.0737 4.6183  0.11
53 H -2.0992 0.0855 6.2401  0.10
54 H -1.0860 1.7218 7.8345  0.10
55 H 1.3798 2.1195 7.7252  0.10
56 H 2.7072 0.8744 6.0297  0.11
57 N 0.7744 4.2988 3.1058  0.07
58 C 0.2744 3.6054 4.1246  -0.14
59 C -0.4952 4.1729 5.1316  -0.07
60 C -0.7642 5.5304 5.0725  -0.09
61 C -0.2538 6.2631 4.0125  -0.08
62 C 0.5074 5.6010 3.0602  -0.15
63 H 0.5037 2.5444 4.1354  0.09
64 H -0.8710 3.5612 5.9377  0.08
65 H -1.3603 6.0098 5.8391  0.10
66 H -0.4376 7.3254 3.9233  0.10
67 H 0.9247 6.1390 2.2159  0.10
68 N -4.2470 -2.6930 -6.4333  0.06
69 C -4.2305 -3.8777 -7.0372  -0.15
70 C -3.8341 -4.0606 -8.3542  -0.08
71 C -3.4322 -2.9521 -9.0818  -0.09
72 C -3.4409 -1.7124 -8.4634  -0.08
73 C -3.8546 -1.6376 -7.1413  -0.16
74 H -4.5433 -4.7214 -6.4319  0.10
75 H -3.8355 -5.0494 -8.7922  0.10
76 H -3.1113 -3.0535 -10.1108  0.10
77 H -3.1278 -0.8203 -8.9885  0.10
78 H -3.8642 -0.6869 -6.6191  0.10

***

Density functional theory data (ωB97M-V with the def2-TZVPD basis set) for 2 unconnected molecules or ions with the total composition C3H8N2 in a non-equilibrium geometry.

Calculated values
* orbital gap: 10.71 eV
* spin multiplicity: 1
* maximum force: 0.033 Eh/bohr
* ΔE to the lowest compared entry with this formula, charge and spin: 3.128 eV
* E: -6218.7184 eV
* LUMO energy: 0.040 Ha
* SMILES: C=NC.C=N

Each line ends with the Löwdin charge.
Geometry (Å):
1 C -0.3351 2.1607 -0.2084  -0.09
2 N 0.1392 0.9966 -0.2504  -0.10
3 C 1.5279 0.8803 0.2748  -0.12
4 H -1.3204 2.3532 -0.6253  0.07
5 H 0.1522 3.0228 0.2640  0.08
6 H 1.9080 -0.0923 -0.0128  0.06
7 H 1.5695 1.0908 1.3408  0.07
8 H 2.0989 1.6730 -0.2139  0.07
9 C -1.2461 -2.7932 -0.1249  -0.15
10 N -1.0374 -1.6797 -0.7057  0.01
11 H -1.3637 -3.7034 -0.7097  0.05
12 H -1.3944 -2.8756 0.9549  0.06
13 H -0.6985 -1.0333 0.0166  0.00